DFT (ωB97M-V/def2-TZVPD) results for 2 unconnected molecules or ions with the total composition C6H8I2S.

Each line ends with the natural charge from an NBO analysis.
CARTESIAN COORDINATES (ANGSTROEM)
1 C -0.518 2.230 0.439  -0.442
2 C -1.066 2.681 -0.858  -0.429
3 C 0.263 -1.935 0.310  -0.459
4 C 0.981 -2.483 -0.962  -0.443
5 C -0.612 1.298 -0.696  -0.322
6 C 1.126 -1.022 -0.521  -0.276
7 S 0.224 0.217 -1.617  0.436
8 I -3.311 -0.528 0.104  -0.015
9 I 2.953 -0.191 0.428  0.113
10 H 0.594 2.583 0.609  0.220
11 H -1.246 2.339 1.309  0.240
12 H -2.157 2.943 -1.013  0.223
13 H -0.454 3.272 -1.579  0.208
14 H -0.804 -1.904 0.183  0.233
15 H 0.601 -2.028 1.301  0.233
16 H 1.862 -3.050 -0.714  0.228
17 H 0.418 -2.833 -1.892  0.252

- energy above the lowest of the compared OMol25 structures with the same formula, charge and spin (kcal per mole) = 0.0
- gap between HOMO and LUMO (alpha / beta) (eV) = 6.841 / 6.430
- spin multiplicity = 3
- net charge = 0

---

DFT (ωB97M-V/def2-TZVPD) results for a molecular structure, C6H8LiO6.

Each line ends with the natural charge from an NBO analysis.
CARTESIAN COORDINATES (ANGSTROEM)
1 O 1.068 -2.311 0.629  -0.538
2 O -0.476 -2.224 -0.905  -0.789
3 C 0.538 -1.651 -0.433  0.921
4 C 2.316 -1.862 1.150  -0.063
5 C 2.820 -2.919 2.108  -0.622
6 H 3.023 -1.689 0.326  0.169
7 H 2.187 -0.899 1.664  0.187
8 H 2.827 -3.913 1.639  0.207
9 H 3.847 -2.677 2.414  0.200
10 H 2.163 -2.984 2.986  0.206
11 C -1.615 1.683 -0.596  -0.438
12 C -1.563 2.361 -1.944  -0.128
13 O -2.345 3.580 -1.772  -0.533
14 C -3.200 3.372 -0.768  0.961
15 O -2.920 2.266 -0.111  -0.542
16 O -4.213 4.023 -0.626  -0.678
17 O 0.520 -0.273 -0.330  -0.844
18 H -0.899 2.215 0.063  0.133
19 H -2.047 1.798 -2.758  0.145
20 H -0.546 2.630 -2.254  0.182
21 Li -1.489 -0.527 -0.483  0.865

- energy above the lowest of the compared OMol25 structures with the same formula, charge and spin (kcal per mole) = 29.9
- gap between HOMO and LUMO (eV) = 6.836
- net charge = -1

---

DFT (ωB97M-V/def2-TZVPD) results for a gas-phase ion, C6H8N (charge +1).

Each line ends with the natural charge from an NBO analysis.
CARTESIAN COORDINATES (ANGSTROEM)
1 C -1.331 -1.830 -0.433  0.136
2 C -1.021 -0.541 -0.921  0.349
3 C -0.300 -1.016 0.286  0.110
4 C -0.081 -2.404 0.204  -0.377
5 C 0.284 -0.336 1.542  -0.592
6 C -0.862 1.358 -2.305  -0.435
7 N -0.509 0.204 -1.618  -0.225
8 H -0.436 -3.093 1.048  0.278
9 H 0.726 -2.609 -0.539  0.245
10 H 1.023 -0.856 1.951  0.241
11 H -0.514 -0.125 2.267  0.280
12 H 0.592 0.703 1.294  0.257
13 H -1.892 1.175 -2.624  0.240
14 H -0.253 1.868 -2.959  0.257
15 H -0.938 2.136 -1.395  0.236

- energy above the lowest of the compared OMol25 structures with the same formula, charge and spin (kcal per mole) = 217.8
- gap between HOMO and LUMO (eV) = 8.232
- net charge = +1

---

DFT (ωB97M-V/def2-TZVPD) results for a gas-phase ion, C6H8N (charge +1).

Each line ends with the natural charge from an NBO analysis.
CARTESIAN COORDINATES (ANGSTROEM)
1 C 1.638 -0.233 -0.335  -0.411
2 C 1.839 -1.454 -0.593  0.298
3 C 1.258 1.201 -0.343  -0.334
4 C 0.962 0.424 0.891  -0.245
5 C -0.211 -0.369 1.179  0.290
6 C -1.504 -0.276 -0.914  -0.459
7 N -1.230 -0.662 0.446  -0.405
8 H 2.067 1.917 -0.267  0.284
9 H 1.605 0.580 1.750  0.285
10 H -0.217 -0.798 2.180  0.251
11 H -1.745 0.788 -0.974  0.238
12 H -0.646 -0.491 -1.555  0.250
13 H -2.357 -0.840 -1.286  0.255
14 H 0.478 1.485 -1.034  0.256
15 H -1.936 -1.272 0.854  0.445

- energy above the lowest of the compared OMol25 structures with the same formula, charge and spin (kcal per mole) = 143.3
- gap between HOMO and LUMO (eV) = 9.254
- net charge = +1

---

DFT (ωB97M-V/def2-TZVPD) results for a gas-phase ion, C6H8N (charge +1).

Each line ends with the Löwdin charge.
CARTESIAN COORDINATES (ANGSTROEM)
1 C -1.982 0.261 -0.128  0.122
2 C -0.537 0.172 -0.286  -0.018
3 C -2.042 1.789 -0.006  0.002
4 C 0.466 -0.756 0.069  -0.130
5 C -0.989 1.313 -0.895  0.004
6 C 2.662 -1.437 0.540  -0.080
7 N 1.691 -0.490 0.126  0.020
8 H -2.781 -0.391 -0.378  0.148
9 H -2.879 2.234 -0.545  0.142
10 H -1.648 2.158 0.882  0.117
11 H 0.187 -1.829 0.501  0.184
12 H -0.781 1.831 -1.839  0.179
13 H 2.517 -2.253 -0.120  0.084
14 H 3.626 -0.867 0.472  0.108
15 H 2.491 -1.734 1.607  0.119

- energy above the lowest of the compared OMol25 structures with the same formula, charge and spin (kcal per mole) = 123.2
- gap between HOMO and LUMO (eV) = 8.504
- net charge = +1

---

DFT (ωB97M-V/def2-TZVPD) results for 2 unconnected molecules or ions with the total composition C6H8N.

Each line ends with the natural charge from an NBO analysis.
CARTESIAN COORDINATES (ANGSTROEM)
1 C -1.762 -0.989 0.978  0.213
2 C -1.978 0.067 -0.027  0.135
3 C -2.731 0.823 -0.782  -0.433
4 C 1.885 0.604 -0.501  -0.469
5 C 2.121 -0.119 0.769  -0.477
6 C 1.212 -0.688 -0.201  0.222
7 N -0.737 -0.409 0.503  -0.304
8 H -1.935 -1.789 1.706  0.265
9 H -2.203 1.365 -1.641  0.240
10 H -3.725 0.637 -0.927  0.245
11 H 1.291 1.601 -0.338  0.283
12 H 2.749 0.612 -1.288  0.282
13 H 3.094 -0.703 0.973  0.281
14 H 1.609 0.486 1.572  0.287
15 H 1.109 -1.500 -0.795  0.229

- energy above the lowest of the compared OMol25 structures with the same formula, charge and spin (kcal per mole) = 182.0
- gap between HOMO and LUMO (eV) = 8.352
- net charge = +1

---

DFT (ωB97M-V/def2-TZVPD) results for a gas-phase ion, C6H8N (charge +1).

Each line ends with the natural charge from an NBO analysis.
CARTESIAN COORDINATES (ANGSTROEM)
1 C -2.071 0.398 -0.145  -0.296
2 C -2.278 1.673 -0.116  0.247
3 C -2.185 -0.931 0.477  -0.142
4 C 0.160 -0.597 -0.495  -0.363
5 C 0.887 0.546 -0.050  0.364
6 C 2.232 0.750 -0.027  -0.736
7 N -1.282 -0.640 -0.578  -0.326
8 H -1.775 -1.225 1.409  0.217
9 H -3.002 -1.570 0.163  0.246
10 H 0.633 -0.706 -1.441  0.307
11 H 0.606 -1.417 0.042  0.308
12 H 0.396 1.344 0.388  0.232
13 H 2.390 0.567 1.032  0.351
14 H 2.423 1.831 -0.165  0.316
15 H 2.867 -0.023 -0.496  0.275

- energy above the lowest of the compared OMol25 structures with the same formula, charge and spin (kcal per mole) = 219.6
- gap between HOMO and LUMO (eV) = 6.790
- net charge = +1

---

DFT (ωB97M-V/def2-TZVPD) results for 2 unconnected molecules or ions with the total composition C6H8N.

Each line ends with the natural charge from an NBO analysis.
CARTESIAN COORDINATES (ANGSTROEM)
1 C -0.829 -2.905 0.181  -0.159
2 C -0.221 -2.933 1.383  -0.141
3 C -0.200 0.851 -1.274  -0.460
4 C 1.211 0.850 -0.691  -0.460
5 C -0.268 -1.698 0.681  -0.182
6 C 0.082 1.375 0.036  0.501
7 N -0.343 1.952 1.085  -0.601
8 H -1.349 -3.472 -0.554  0.248
9 H 0.055 -3.531 2.219  0.250
10 H -0.456 1.536 -2.072  0.273
11 H -0.728 -0.092 -1.331  0.291
12 H 1.627 -0.091 -0.358  0.292
13 H 1.954 1.536 -1.077  0.272
14 H 0.272 2.172 1.865  0.438
15 H -1.331 2.176 1.203  0.437

- energy above the lowest of the compared OMol25 structures with the same formula, charge and spin (kcal per mole) = 139.9
- gap between HOMO and LUMO (eV) = 8.771
- net charge = +1

---

DFT (ωB97M-V/def2-TZVPD) results for 2 unconnected molecules or ions with the total composition C6H8N.

Each line ends with the natural charge from an NBO analysis.
CARTESIAN COORDINATES (ANGSTROEM)
1 C 2.226 1.549 -1.227  -0.135
2 C -1.871 0.810 -1.042  0.026
3 C 1.078 1.361 -1.525  -0.302
4 C -1.211 0.174 -0.231  0.230
5 C -0.505 -0.515 1.917  -0.658
6 C -0.453 -0.666 0.509  0.071
7 N 0.221 -1.646 -0.067  -0.594
8 H 3.286 1.611 -0.925  0.266
9 H -2.352 1.557 -1.598  0.258
10 H -0.183 -1.453 2.319  0.245
11 H -1.534 -0.316 2.403  0.272
12 H 0.119 0.382 2.202  0.267
13 H 0.288 -1.749 -1.057  0.418
14 H 0.239 1.302 -2.073  0.211
15 H 0.651 -2.400 0.395  0.424

- energy above the lowest of the compared OMol25 structures with the same formula, charge and spin (kcal per mole) = 86.0
- gap between HOMO and LUMO (alpha / beta) (eV) = 8.432 / 5.167
- spin multiplicity = 3
- net charge = +1

---

DFT (ωB97M-V/def2-TZVPD) results for a gas-phase ion, C6H8N (charge +1).

Each line ends with the Löwdin charge.
CARTESIAN COORDINATES (ANGSTROEM)
1 C 1.425 -0.079 -0.878  0.005
2 C 2.401 -0.641 -0.090  0.086
3 C -2.351 -0.569 -0.473  0.027
4 C -0.721 0.838 0.423  -0.114
5 C 0.773 0.852 0.229  -0.201
6 C 1.463 -0.296 0.861  -0.039
7 N -1.146 -0.361 -0.311  0.107
8 H 1.028 -0.284 -1.799  0.098
9 H 3.292 -1.310 -0.341  0.173
10 H -2.906 -1.437 -0.984  0.152
11 H -3.141 0.031 -0.106  0.108
12 H -0.892 0.402 1.475  0.159
13 H -1.342 1.711 0.226  0.142
14 H 1.090 1.880 0.020  0.164
15 H 1.027 -0.738 1.749  0.133

- energy above the lowest of the compared OMol25 structures with the same formula, charge and spin (kcal per mole) = 99.3
- gap between HOMO and LUMO (alpha / beta) (eV) = 4.670 / 7.326
- spin multiplicity = 3
- net charge = +1